The following is a quantum chemistry calculation of a molecular structure, C18H32N3PtS2Si4Te, from the Open Molecules 2025 dataset.

Largest force on an atom   4.0 eV/Å
Gap between HOMO and LUMO   6.2 eV
Total charge   -1
Energy relative to the best compared isomer or geometry (same formula, charge and spin)   5.40 kcal/mol
Highest occupied orbital energy   -4.41 eV

```
61
Properties=species:S:1:pos:R:3:forces:R:3:nbo_charge:R:1
Pt -0.298 1.052 1.087 1.7812 -2.2116 2.7551 0.36
Te -0.010 2.508 -0.979 -0.1925 0.7502 -0.4953 -0.43
S 1.934 1.328 1.998 -1.1705 0.2664 -0.9310 -0.05
S 0.138 -0.787 2.735 -0.4569 0.8451 -0.6714 -0.15
Si 1.499 5.487 1.503 -0.0008 0.3933 0.1096 1.29
Si -2.166 5.572 0.218 -0.4419 0.2644 0.0802 1.26
Si 0.045 4.942 -0.281 -0.0705 -0.4252 -0.0589 -0.21
Si 0.758 6.010 -2.248 0.2367 0.3454 -0.4336 1.27
N -2.273 0.269 0.838 -0.3491 0.9714 -1.1336 -0.47
N 5.035 0.458 3.763 -0.0596 -0.0329 -0.0086 -0.37
N 2.520 -2.919 4.888 -0.0455 0.0509 -0.0412 -0.38
C -3.338 5.322 -1.255 0.2703 -0.0804 0.0140 -1.10
C -0.037 5.331 -3.830 -0.0300 -0.1202 0.3099 -1.10
C 2.635 5.804 -2.424 -0.1646 -0.0900 0.1342 -1.10
C -4.784 0.593 -0.322 0.3568 -0.0146 0.0541 -0.14
C -3.265 0.880 1.497 0.1586 -0.1462 0.2317 0.07
C 1.720 -0.138 2.870 0.3653 -0.0362 0.3116 -0.22
C -3.770 -0.077 -0.993 -0.4310 -0.1366 0.0371 -0.26
C 0.725 4.841 3.102 0.1269 -0.0538 -0.1855 -1.11
C 2.746 -0.705 3.606 -0.1894 0.1988 -0.2175 -0.48
C -2.277 7.420 0.666 0.1092 -0.1618 -0.0176 -1.10
C 1.566 7.391 1.545 -0.1029 -0.1106 -0.0282 -1.10
C 4.009 -0.063 3.686 0.2778 0.1291 0.0125 0.31
C 0.425 7.882 -2.231 -0.0560 -0.1652 0.1875 -1.10
C -2.545 -0.222 -0.380 0.1892 -0.1038 0.0769 0.08
C 2.601 -1.925 4.308 -0.0983 -0.2944 0.1723 0.32
C -2.923 4.597 1.657 0.2395 -0.0266 -0.1005 -1.10
C 3.292 4.930 1.302 -0.2771 -0.1059 -0.0427 -1.10
C -4.519 1.070 0.954 -0.3712 -0.2242 -0.0451 -0.25
H -2.472 4.874 2.612 0.0310 -0.0202 -0.0036 0.23
H 2.919 4.758 -2.283 0.0124 -0.0005 0.0036 0.25
H 3.376 3.850 1.380 0.0361 -0.1653 -0.0215 0.26
H -1.124 5.428 -3.806 -0.0043 -0.0204 0.0227 0.23
H 3.162 6.396 -1.672 -0.0075 -0.0065 0.0103 0.23
H 3.924 5.365 2.079 -0.0804 0.0589 0.0533 0.23
H 0.575 7.842 1.461 0.0042 -0.0167 0.0118 0.23
H 2.023 7.763 2.465 0.0249 -0.0743 0.0362 0.23
H 2.989 6.121 -3.408 -0.0764 0.0326 -0.0331 0.23
H 0.781 8.331 -1.301 -0.0064 0.0166 -0.0103 0.23
H -2.763 3.525 1.512 0.0413 0.0629 -0.0055 0.24
H 3.695 5.230 0.332 -0.0456 0.0099 0.0067 0.23
H 0.328 5.854 -4.717 0.0823 0.0702 0.0491 0.22
H -3.357 4.273 -1.560 0.0560 -0.0044 -0.0157 0.24
H -3.936 -0.491 -1.978 0.0715 0.0288 -0.0190 0.22
H 1.390 4.954 3.961 0.0469 0.0536 -0.0238 0.24
H -1.789 8.036 -0.093 -0.0015 0.0045 -0.0016 0.23
H 0.515 3.776 2.990 -0.0164 -0.0338 0.0251 0.26
H 0.933 8.381 -3.060 0.0211 -0.0599 -0.0456 0.23
H -3.316 7.749 0.748 -0.0335 -0.0518 -0.0028 0.22
H -3.032 5.916 -2.119 0.0232 -0.0074 -0.0062 0.23
H -5.290 1.565 1.528 0.0771 0.0668 0.0343 0.22
H -0.643 8.099 -2.314 -0.0088 -0.0141 -0.0014 0.23
H -1.733 -0.742 -0.870 0.0614 0.1251 -0.0180 0.22
H -5.753 0.736 -0.780 -0.0161 0.0169 0.0032 0.22
H -1.787 7.626 1.621 0.0066 -0.0135 0.0040 0.23
H -3.032 1.212 2.500 0.1070 0.1448 -0.0722 0.22
H -3.999 4.775 1.730 -0.0180 0.0592 -0.0655 0.22
H 2.166 7.764 0.710 0.0017 -0.0259 -0.0176 0.23
H 0.197 4.270 -3.939 -0.0331 -0.0070 -0.0108 0.24
H -4.358 5.615 -0.994 0.0156 0.0406 0.0966 0.22
H -0.216 5.348 3.328 0.0241 0.0552 -0.0584 0.22
```
Positions in Å, forces in eV/Å.